A structure of composition C20H54O8. Source: the Open Molecules 2025 dataset; level of theory: ωB97M-V/def2-TZVPD.

Computed properties:
Highest occupied orbital energy, eV: -7.202
Energy relative to the best compared isomer or geometry (same formula, charge and spin), eV: 21.391

```
! wB97M-V def2-TZVPD RIJCOSX def2/J DEFGRID3
* xyz 0 1
C -2.92359 -0.72889 -0.71909
C -2.88677 -1.92231 0.22738
C -3.70339 -1.56940 1.44730
O -3.50208 -3.01405 -0.44745
H -3.90518 -0.72604 -1.19297
H -2.25461 -0.84107 -1.57230
H -2.63186 0.24881 -0.33555
H -1.92705 -2.01257 0.73619
H -3.41978 -0.76313 2.12373
H -3.41705 -2.30327 2.20066
H -4.79154 -1.52876 1.39833
H -4.36122 -2.70294 -0.74192
C 0.72168 -2.39930 -4.92855
C 0.39584 -0.97355 -4.38538
C 1.15562 -0.71968 -3.13213
O 0.67861 0.04784 -5.32139
H -0.07656 -3.06513 -4.60055
H 1.65748 -2.94584 -4.81159
H 0.49725 -2.27907 -5.98839
H -0.65599 -0.99547 -4.10027
H 1.07920 0.23542 -2.61246
H 2.17360 -1.10924 -3.13924
H 0.65887 -1.33443 -2.38151
H -0.07144 -0.06782 -5.90930
C 2.27887 2.06458 0.42901
C 2.42773 3.34708 1.34348
C 2.00938 3.07908 2.82295
O 3.74384 3.61109 1.30255
H 2.81047 1.25359 0.92677
H 2.66324 2.32041 -0.55836
H 1.21166 1.87964 0.30656
H 1.84194 4.22707 1.07775
H 0.93276 3.23664 2.75827
H 2.39223 3.88582 3.44800
H 2.29341 2.04217 3.00251
H 4.32524 2.86907 1.12088
C 3.49971 -1.13191 3.74485
C 2.78926 -0.85617 2.38923
C 1.67280 0.18255 2.55942
O 3.67828 -0.51951 1.24919
H 3.92378 -2.12200 3.57748
H 2.78736 -1.10373 4.56939
H 4.23675 -0.33482 3.84244
H 2.32950 -1.75725 1.98331
H 2.05335 1.18386 2.76108
H 0.76214 0.02151 3.13638
H 1.26735 0.28452 1.55279
H 4.29927 -1.24869 1.18374
C -1.07531 0.21094 1.44092
C -0.04422 0.32434 0.25485
C -0.73047 -0.05325 -1.06791
O 0.17128 1.67339 0.13685
H -1.91781 0.88374 1.28080
H -0.66100 0.49182 2.40919
H -1.46306 -0.80643 1.49305
H 0.88621 -0.20541 0.45925
H -1.03145 -1.09884 -1.00291
H -0.16480 0.01740 -1.99696
H -1.65320 0.52419 -1.12472
H 0.30102 1.82425 -0.80230
C -1.86640 1.67017 -4.29649
C -1.46864 2.28523 -2.92304
C 0.07251 2.48017 -2.84729
O -2.11247 3.49134 -2.66985
H -1.44260 2.18554 -5.15841
H -2.90778 1.76491 -4.60415
H -1.57560 0.62665 -4.41729
H -1.61629 1.50853 -2.17269
H 0.26333 2.88721 -1.85431
H 0.71541 3.07090 -3.49985
H 0.62799 1.57835 -3.10472
H -2.00429 3.83291 -1.77921
C -1.42692 -1.86241 3.73047
C -0.37767 -2.98954 3.29327
O -0.05073 -3.77715 4.40701
O -2.21382 -1.19779 2.74349
H -1.01389 -1.07374 4.35936
H -2.14791 -2.26680 4.44092
H 0.36653 -2.47461 2.68572
H -0.94327 -3.44536 2.48060
H 0.64241 -4.41247 4.21322
H -2.85745 -0.61287 3.14997
*
```